This record from the OMol25 dataset describes a cluster of 12 separate species, C26H77NO12 in total in a non-equilibrium geometry. The level of theory is ωB97M-V/def2-TZVPD.

Computed properties:
- SMILES = COC[C@H](C)N.CCO.CCO.CCO.CCO.CCO.CCO.CCO.CCO.CCO.CCO.CCO
- Kohn-Sham gap (eV) = 9.07
- E (Ha) = -1994.2761
- LUMO energy (eV) = 0.2
- relative energy (zero: lowest compared OMol25 entry of this formula, charge and spin) (kcal per mole) = 38.63

```
! RIJCOSX wB97M-V def2-TZVPD def2/J DEFGRID3
* xyz 0 1
C 1.6940 -1.4854 -1.1291
O 0.5776 -0.8098 -0.4920
C 0.9995 0.2217 0.3748
C -0.2852 0.9145 0.9426
C 0.0892 2.2297 1.6208
N -0.9310 0.1365 2.0351
H 2.3197 -2.1494 -0.5326
H 2.4226 -0.8488 -1.6313
H 1.3050 -2.1586 -1.8930
H 1.6015 -0.1051 1.2226
H 1.5126 1.0216 -0.1591
H -0.9987 1.0362 0.1277
H 0.5838 2.8959 0.9139
H 0.7069 2.0452 2.4997
H -0.7896 2.7277 2.0303
H -1.7682 0.5944 2.3660
H -1.2522 -0.7123 1.5918
C -2.9937 5.2435 1.6574
C -2.0789 5.9525 2.6061
O -2.7287 6.7143 3.5980
H -3.5341 6.0033 1.0928
H -3.6850 4.4930 2.0409
H -2.4068 4.7100 0.9097
H -1.4729 6.6771 2.0621
H -1.3155 5.3339 3.0780
H -3.1080 6.0781 4.2087
C 4.6079 3.1410 0.4177
C 3.9131 3.0225 1.7775
O 3.0416 4.0998 1.9165
H 5.2801 2.2932 0.2852
H 5.2209 4.0419 0.3914
H 3.8675 3.0831 -0.3802
H 4.6772 3.0860 2.5523
H 3.3130 2.1139 1.8251
H 2.9177 4.2252 2.8602
C -1.7525 -2.3344 -5.1938
C -0.9253 -1.2055 -4.6234
O -1.7380 -0.0436 -4.4853
H -1.8624 -2.3355 -6.2783
H -2.7341 -2.3511 -4.7202
H -1.2839 -3.2922 -4.9678
H -0.1609 -1.0064 -5.3745
H -0.4914 -1.4267 -3.6483
H -1.1083 0.6783 -4.4229
C 1.9793 0.3392 6.3308
C 1.4584 0.4313 4.8656
O 0.3674 -0.4131 4.6512
H 2.2259 -0.6654 6.6746
H 1.2558 0.6990 7.0623
H 2.8639 0.9755 6.3582
H 2.2287 0.2229 4.1230
H 1.1733 1.4727 4.7159
H 0.0329 -0.2617 3.7642
C 0.1317 2.1976 -2.6252
C 0.4414 2.9323 -3.9591
O -0.0122 2.0638 -4.9592
H 0.3874 2.7774 -1.7383
H 0.6848 1.2586 -2.6449
H -0.9286 1.9806 -2.4957
H 1.5153 3.0644 -4.0910
H -0.0367 3.9086 -4.0378
H 0.3163 2.4177 -5.7889
C 3.9885 -5.7969 -0.4590
C 4.3870 -4.7070 -1.4810
O 3.2749 -4.3539 -2.2853
H 3.4086 -5.3565 0.3521
H 4.7886 -6.3922 -0.0189
H 3.2914 -6.5160 -0.8893
H 5.1771 -5.0583 -2.1447
H 4.8784 -3.8786 -0.9708
H 3.6434 -3.8018 -2.9788
C -4.1939 -0.7687 2.7952
C -4.1054 0.6789 3.2701
O -3.4549 1.4677 2.2952
H -4.7782 -1.4047 3.4602
H -3.1935 -1.2013 2.7939
H -4.6582 -0.9026 1.8181
H -3.5887 0.7477 4.2274
H -5.0960 1.0945 3.4550
H -4.0415 1.5550 1.5403
C -1.5378 -3.6828 -1.4030
C -2.3131 -2.6151 -0.6349
O -1.4927 -2.2608 0.4916
H -2.1734 -3.9916 -2.2330
H -1.0624 -4.4553 -0.7986
H -0.7027 -3.2274 -1.9352
H -3.3125 -2.9703 -0.3836
H -2.4369 -1.7412 -1.2744
H -0.8077 -1.7151 0.0985
C 3.2489 -0.0814 -4.7331
C 3.7234 -1.4413 -5.2847
O 4.2151 -2.2878 -4.2863
H 4.0340 0.4935 -4.2420
H 2.3938 -0.2198 -4.0715
H 2.8616 0.5599 -5.5248
H 4.4823 -1.2966 -6.0536
H 2.9017 -1.9211 -5.8165
H 4.8376 -2.9522 -4.5905
C -3.6884 0.7864 -0.9916
C -4.1494 2.2768 -0.7556
O -5.1325 2.2504 0.2678
H -2.9710 0.6372 -1.7986
H -4.5380 0.1644 -1.2732
H -3.2657 0.4293 -0.0525
H -4.5172 2.7963 -1.6405
H -3.4162 2.9420 -0.2997
H -5.7252 3.0014 0.1883
C 0.3756 -3.8471 3.1811
C -1.0337 -3.5795 3.7017
O -1.9181 -3.6964 2.5799
H 1.1461 -3.6124 3.9155
H 0.6667 -3.2193 2.3389
H 0.3907 -4.9063 2.9243
H -1.2054 -2.5437 3.9943
H -1.4069 -4.3147 4.4146
H -1.5293 -3.1146 1.9226
*
```

Atomic partial charges in e from the Löwdin method, atoms 1 to 99: number 1, C, carries -0.0626; number 2, O, carries -0.2035; number 3, C, carries -0.1768; number 4, C, carries -0.3650; number 5, C, carries -0.0485; number 6, N, carries 0.0725; number 7, H, carries 0.0868; number 8, H, carries 0.0800; number 9, H, carries 0.0700; number 10, H, carries 0.1302; number 11, H, carries 0.1072; number 12, H, carries 0.1196; number 13, H, carries 0.0699; number 14, H, carries 0.0615; number 15, H, carries 0.0699; number 16, H, carries 0.0421; number 17, H, carries 0.0387; number 18, C, carries -0.0919; number 19, C, carries -0.3443; number 20, O, carries -0.0696; number 21, H, carries 0.0792; number 22, H, carries 0.0690; number 23, H, carries 0.0596; number 24, H, carries 0.1136; number 25, H, carries 0.1054; number 26, H, carries 0.0815; number 27, C, carries -0.0785; number 28, C, carries -0.3418; number 29, O, carries -0.0818; number 30, H, carries 0.0701; number 31, H, carries 0.0757; number 32, H, carries 0.0661; number 33, H, carries 0.1131; number 34, H, carries 0.0915; number 35, H, carries 0.0861; number 36, C, carries -0.0875; number 37, C, carries -0.3165; number 38, O, carries -0.0911; number 39, H, carries 0.0724; number 40, H, carries 0.0743; number 41, H, carries 0.0691; number 42, H, carries 0.1046; number 43, H, carries 0.0935; number 44, H, carries 0.0091; number 45, C, carries -0.0763; number 46, C, carries -0.3442; number 47, O, carries -0.0948; number 48, H, carries 0.0669; number 49, H, carries 0.0674; number 50, H, carries 0.0633; number 51, H, carries 0.0987; number 52, H, carries 0.0912; number 53, H, carries 0.0150; number 54, C, carries -0.0524; number 55, C, carries -0.2830; number 56, O, carries -0.0933; number 57, H, carries 0.0704; number 58, H, carries 0.0659; number 59, H, carries 0.0674; number 60, H, carries 0.1088; number 61, H, carries 0.1117; number 62, H, carries 0.1029; number 63, C, carries -0.0755; number 64, C, carries -0.3206; number 65, O, carries -0.0805; number 66, H, carries 0.0633; number 67, H, carries 0.0695; number 68, H, carries 0.0700; number 69, H, carries 0.1001; number 70, H, carries 0.1033; number 71, H, carries 0.0328; number 72, C, carries -0.0641; number 73, C, carries -0.2875; number 74, O, carries -0.1216; number 75, H, carries 0.0782; number 76, H, carries 0.0508; number 77, H, carries 0.0765; number 78, H, carries 0.1161; number 79, H, carries 0.1071; number 80, H, carries 0.0217; number 81, C, carries -0.0621; number 82, C, carries -0.2365; number 83, O, carries -0.1403; number 84, H, carries 0.0731; number 85, H, carries 0.0887; number 86, H, carries 0.0433; number 87, H, carries 0.1217; number 88, H, carries 0.0967; number 89, H, carries 0.0388; number 90, C, carries -0.0697; number 91, C, carries -0.3069; number 92, O, carries -0.0811; number 93, H, carries 0.0771; number 94, H, carries 0.0487; number 95, H, carries 0.0690; number 96, H, carries 0.1100; number 97, H, carries 0.1073; number 98, H, carries 0.0953; number 99, C, carries -0.0488